Record 1
The following is a DFT calculation (the ωB97M-V functional and the def2-TZVPD basis) of C11H10ClNSZn as an isolated structure in a non-equilibrium geometry.

Element x y z (Å)
Zn: 0.858 1.013 -0.239
Cl: 1.902 1.112 -2.144
S: 1.915 4.437 1.564
N: 0.543 2.028 1.394
C: -2.290 0.777 0.094
C: -1.188 0.630 -1.931
C: -2.320 -0.572 -0.336
C: 1.100 3.096 1.555
C: 0.390 -1.659 1.623
C: -1.571 1.537 -0.877
C: 1.575 -0.870 1.690
C: 2.202 -0.917 0.389
C: 0.305 -2.236 0.323
C: 1.410 -1.795 -0.441
C: -1.648 -0.663 -1.580
H: -2.734 1.168 1.014
H: -1.420 2.618 -0.887
H: -0.458 -2.948 -0.003
H: 1.628 -2.059 -1.480
H: 1.939 -0.321 2.550
H: 3.169 -0.500 0.136
H: -0.321 -1.816 2.437
H: -0.661 0.906 -2.856
H: -2.793 -1.399 0.195
H: -1.531 -1.566 -2.190

E_HOMO in eV: -0.23
LUMO energy in eV: 4.83
Charge: -2
Energy above the lowest of the compared OMol25 structures with the same formula, charge and spin in kcal per mole: 0.0
Kohn-Sham gap in eV: 5.065

---

Record 2
The following is a DFT calculation (the ωB97M-V functional and the def2-TZVPD basis) of a 4-piece molecular cluster, C49H54Cl2FN3O14S3 overall in a non-equilibrium geometry.

Element x y z (Å)
Cl: 1.067 1.381 1.059
Cl: 0.930 0.122 -3.301
S: -0.618 7.295 0.790
S: -1.041 -1.456 -0.463
S: -1.280 10.164 -0.390
F: -4.383 -1.699 -0.830
O: -2.158 -5.195 -7.530
O: -3.571 -2.758 -3.732
O: 0.485 -5.159 -6.791
O: -3.797 6.659 -8.718
O: -0.918 -2.645 -3.039
O: -5.562 4.558 -8.781
O: 7.992 -8.307 -0.811
O: 1.686 10.943 3.857
O: -4.798 3.383 -4.264
O: 6.887 -10.356 3.305
O: 5.544 -7.076 -0.652
O: -3.100 5.538 -4.177
O: 2.220 -4.831 1.826
O: 4.403 -9.195 3.419
N: 0.266 9.883 1.891
N: -4.165 -0.755 0.146
N: 0.249 -7.671 7.182
C: -3.401 6.144 -6.443
C: -4.212 -1.611 2.781
C: -0.506 9.166 0.796
C: 1.661 0.762 -0.597
C: -0.095 6.592 -0.907
C: -3.264 3.086 -1.336
C: -0.853 1.503 -1.486
C: -3.647 5.316 -5.252
C: 0.627 -2.833 2.252
C: -2.928 -3.987 -5.649
C: -3.331 -2.242 4.043
C: 0.756 1.328 -1.856
C: 1.559 10.431 1.289
C: -1.892 -4.617 -6.483
C: 0.849 -4.299 1.521
C: -1.641 2.944 -1.701
C: -0.523 11.012 2.515
C: -0.480 -4.542 -6.016
C: -1.107 -4.856 5.463
C: -1.380 5.663 -1.402
C: 4.344 -3.309 2.072
C: -1.188 -3.252 -4.070
C: 5.830 -7.843 0.261
C: -3.437 -1.357 1.338
C: -0.196 -5.196 6.824
C: -4.990 4.759 -7.715
C: -1.828 -1.807 1.244
C: 2.338 11.205 2.546
C: -2.603 -3.351 -4.522
C: -1.748 -2.652 3.916
C: -4.155 1.856 -0.719
C: -5.217 3.916 -6.531
C: -0.694 -6.539 7.621
C: -0.969 -2.449 2.484
C: 0.313 11.473 3.883
C: 3.244 1.159 -0.919
C: -0.981 -3.236 5.241
C: -3.375 0.426 -0.448
C: 5.262 -8.937 2.367
C: -1.758 0.274 -0.852
C: 7.145 -8.542 0.256
C: 7.496 -9.367 1.245
C: -0.155 -3.903 -4.890
C: 3.244 -4.085 1.079
C: 6.587 -9.615 2.375
C: -0.894 4.324 -2.280
C: -4.591 4.172 -5.381
C: 4.913 -8.110 1.380
C: -4.025 5.886 -7.594
H: 0.868 -3.839 -4.541
H: -5.908 3.089 -6.638
H: -2.699 6.962 -6.341
H: 3.466 10.839 2.546
H: -1.936 5.349 -0.393
H: 2.767 -3.232 0.426
H: -0.611 -5.423 4.554
H: 1.265 2.320 -2.218
H: -2.068 6.385 -2.055
H: 4.803 -4.038 2.874
H: 0.346 -7.506 6.138
H: -1.598 10.715 2.875
H: -5.309 2.042 -0.493
H: 0.147 7.470 -1.655
H: -5.363 -1.346 2.908
H: -0.202 11.129 4.877
H: 5.199 -2.833 1.392
H: 3.875 -4.815 0.379
H: 1.185 -2.044 1.554
H: 3.562 0.429 -1.809
H: 1.361 11.188 0.408
H: 3.953 -7.609 1.362
H: 7.513 -7.675 -1.391
H: 1.187 -7.359 7.567
H: -0.361 -4.251 7.532
H: 0.286 4.273 -2.112
H: -4.234 3.772 -3.561
H: -3.085 -2.363 -2.976
H: 3.838 -2.411 2.635
H: -4.365 6.273 -9.420
H: 8.449 -9.880 1.254
H: -3.952 -4.064 -5.990
H: -2.238 -5.115 5.617
H: 0.064 -5.121 1.874
H: -1.184 4.504 -3.400
H: -1.473 -2.689 6.179
H: 0.945 -5.182 6.538
H: -3.790 4.138 -1.517
H: -1.827 -6.789 7.466
H: 0.873 5.939 -0.668
H: 0.824 -4.220 0.331
H: 1.211 -2.899 3.281
H: 2.168 9.478 0.924
H: 2.262 12.363 2.361
H: 3.917 0.862 -0.008
H: 1.659 -0.428 -0.515
H: -0.509 -6.341 8.783
H: -3.875 -2.389 5.084
H: 3.289 2.292 -1.210
H: -0.601 11.976 1.843
H: 4.885 -9.821 4.002
H: 0.000 -5.549 -7.550
H: 0.413 12.657 3.960
H: 0.162 -2.896 5.201

E_HOMO in eV: -8.22
LUMO energy in eV: -1.84
Structure (SMILES): CCOCCc1c(CCCCN)ccc2c1Sc1c(ccc(CCCSC(=S)N3CCOCC3)c1[C@H](Cl)[C@@H](C)Cl)N2F.O=C1C=C(O)C(=O)C=C1O.O=C1C=C(O)C(=O)C=C1O.O=C1C=C(O)C(=O)C=C1O
Kohn-Sham gap in eV: 6.382

---

Record 3
The following is a DFT calculation (the ωB97M-V functional and the def2-TZVPD basis) of a 6-piece molecular cluster, C20H40Cl10F2O2 overall.

Element x y z (Å)
Cl: 3.793 -2.769 4.526
Cl: 4.286 0.029 -2.666
Cl: 4.768 4.416 -0.430
Cl: -1.305 2.487 3.930
Cl: -7.620 -0.416 -4.005
Cl: 4.989 0.600 0.651
Cl: -4.350 -1.097 -4.566
Cl: 1.454 4.621 0.334
Cl: 1.937 1.547 4.199
Cl: 1.099 -3.507 6.485
F: 1.105 -1.435 1.141
F: -5.042 -2.909 0.406
O: -2.926 1.188 0.478
O: 0.033 1.162 -0.421
C: -4.396 -1.023 -0.913
C: 1.766 -2.065 -1.066
C: 6.068 -0.112 -0.576
C: -2.984 1.113 -0.933
C: 1.138 0.295 -0.497
C: 1.773 -3.499 -0.528
C: 2.077 -2.770 4.037
C: 3.462 3.349 -1.018
C: -0.500 1.265 0.902
C: -6.884 -0.889 -5.557
C: -3.175 -0.282 -1.501
C: 0.868 -1.167 -0.211
C: -3.955 -2.245 -0.144
C: -5.749 -1.861 -5.369
C: 5.863 0.465 -1.953
C: 2.163 4.085 -1.213
C: 1.167 -2.324 5.151
C: 1.318 3.211 4.017
C: -0.001 3.410 4.720
C: -1.823 0.553 1.080
H: 1.488 -1.372 5.566
H: 1.508 0.360 -1.521
H: -3.290 -1.983 0.681
H: -2.285 -0.900 -1.343
H: 5.926 1.551 -1.941
H: 0.154 -2.216 4.769
H: 0.207 0.801 1.599
H: 5.911 -1.187 -0.561
H: 1.235 3.414 2.953
H: 6.632 0.079 -2.619
H: 1.320 -2.060 -2.060
H: -6.551 0.017 -6.058
H: -0.170 -1.420 -0.434
H: 3.357 2.535 -0.309
H: -4.981 -0.357 -0.282
H: 3.793 2.936 -1.969
H: -1.705 -0.490 0.775
H: 1.955 0.635 0.148
H: 1.984 -2.085 3.197
H: 2.293 4.966 -1.836
H: 2.015 -4.204 -1.320
H: 1.437 3.421 -1.681
H: 7.088 0.096 -0.259
H: 2.065 3.879 4.443
H: -3.301 -0.186 -2.580
H: -7.666 -1.353 -6.156
H: -3.413 -2.924 -0.805
H: 2.765 -1.625 -1.065
H: 0.788 -3.752 -0.134
H: -2.038 0.533 2.148
H: -4.999 -1.382 -1.747
H: 1.828 -3.773 3.699
H: -2.123 1.593 -1.403
H: -6.053 -2.711 -4.764
H: -5.408 -2.222 -6.337
H: -3.858 1.702 -1.218
H: 2.485 -3.604 0.286
H: -0.281 4.461 4.683
H: -0.573 2.306 1.205
H: 0.047 3.097 5.759

E_HOMO in eV: -9.40
LUMO energy in eV: 0.39
Structure (SMILES): CC[C@@H](F)COCCOCCCCF.ClCCCl.ClCCCl.ClCCCl.ClCCCl.ClCCCl
Kohn-Sham gap in eV: 9.783

---

Question: Number 2 is which compound?
Answer: C49H54Cl2FN3O14S3